Below is a 4-piece molecular cluster, C10H30N2O4 overall, with properties calculated with wB97M-V/def2-TZVPD.

Net charge: 0
SMILES: COC[C@H](C)N.COC[C@H](C)N.CO.CO
Spin multiplicity: 1
Frontier orbital gap: 9.45 eV
Energy above the lowest of the compared OMol25 structures with the same formula, charge and spin: 0.9698 eV
F_max: 0.0408 hartree/bohr

Element x y z (Å)
H  13.46506  8.50127  -8.77344
H  15.96626  6.04554  -11.76583
H  18.74532  7.79316  -7.74649
H  16.43573  4.37140  -11.36984
N  11.66020  5.78569  -10.23418
H  17.26554  5.46302  -8.51324
H  16.23869  5.87784  -5.78521
H  12.66337  5.74854  -10.42944
C  17.74341  8.21007  -7.91327
H  14.74977  9.14406  -9.81501
H  8.69037  8.38335  -11.42954
H  19.41113  9.28080  -9.65168
H  14.53190  7.45164  -9.75606
C  15.59244  5.02031  -11.61064
H  15.74145  7.69679  -7.40945
H  18.00240  6.05797  -6.25834
H  7.71762  7.55971  -12.71152
C  16.68263  7.15496  -7.53383
C  11.15323  5.49383  -11.61400
H  15.18091  4.75794  -12.58546
H  11.50197  6.79621  -10.19471
O  17.53788  8.56178  -9.26041
C  9.72831  6.00074  -11.86030
C  18.38159  9.64264  -9.68322
C  13.96632  8.37760  -9.73520
H  9.05872  5.31272  -12.38129
H  8.81547  8.92189  -13.06078
H  16.86407  6.64756  -9.47223
H  14.96332  5.09575  -9.75958
H  17.61193  9.11020  -7.30253
H  10.68887  3.37762  -11.43036
O  13.11085  8.63080  -10.84130
H  16.97612  7.28975  -5.40979
O  14.56283  5.06999  -10.64324
C  17.02058  6.52267  -6.19384
H  18.05198  9.88030  -10.68928
H  11.26266  3.87243  -13.03959
H  12.39841  3.76605  -11.70041
C  11.37498  4.03692  -11.96597
H  11.74517  6.09359  -12.31736
H  18.22902  10.49644  -9.01969
N  16.54590  6.18049  -8.62159
O  9.79883  7.18283  -12.65569
H  9.32429  6.22455  -10.86243
H  12.48204  9.33446  -10.68959
C  8.67947  8.01567  -12.46691

Atomic forces in eV per Å
-0.079 -0.225 0.013
0.287 -0.167 0.075
0.149 0.082 -0.106
-0.159 -0.174 0.135
-0.441 0.473 -1.391
-0.222 -0.045 0.291
0.191 -0.605 -0.708
0.003 -0.155 0.698
-0.537 -0.150 0.249
0.094 -0.018 0.536
-0.399 -0.256 0.037
0.173 0.381 -0.145
-0.745 -0.456 -0.510
0.045 1.249 -0.334
-0.152 -0.104 -0.258
-0.033 -0.224 0.389
0.021 -0.188 0.021
0.079 0.479 -0.009
0.167 0.045 -0.607
-0.184 -0.382 0.207
0.113 -0.109 0.488
0.219 0.427 -0.215
0.294 0.230 0.467
-0.689 -0.993 0.376
0.676 1.982 0.079
0.124 -0.381 0.162
0.003 -0.253 -0.309
-0.428 0.073 0.004
0.063 0.225 -0.118
0.147 -0.076 0.254
0.029 -0.004 0.032
-0.079 -1.363 -0.563
0.718 0.211 -0.262
0.092 -0.708 0.045
-0.613 0.625 0.366
0.240 0.122 -0.090
-0.130 0.013 0.016
-0.044 -0.094 0.056
0.054 -0.109 0.085
0.050 -0.099 -0.091
0.190 0.119 -0.055
0.571 -0.442 -0.131
-0.208 0.075 0.111
-0.320 0.066 -0.158
0.105 0.158 0.443
0.565 0.744 0.426

From a Mulliken analysis of the wavefunction, the atomic charges in e read: 0.34 0.22 0.36 0.31 -0.90 0.30 0.39 0.21 -0.81 0.31 0.33 0.32 0.01 -0.72 0.02 0.42 0.29 0.45 1.02 0.29 0.35 -0.22 -0.97 -0.81 -0.43 0.37 0.26 0.30 0.24 0.43 0.34 -0.51 0.38 -0.44 -1.59 0.24 0.39 0.31 -1.50 0.23 0.31 -0.49 -0.30 0.43 0.29 -0.78